14
Properties=species:S:1:pos:R:3 method="wB97M-V/def2-TZVPD" fmax_ev_per_a=0.552 total_energy_ha=-266.5837 e_above_lowest_kcal_mol=86.8 charge=0
C -0.28 1.30 0.54
N -0.39 0.05 -0.19
C -1.52 -0.82 0.09
C 0.65 -0.37 -0.89
C 2.08 -0.14 -0.41
N 2.64 0.76 0.20
H -1.11 1.39 1.24
H -0.29 2.15 -0.15
H 0.71 1.33 1.04
H -1.41 -1.23 1.10
H -1.52 -1.65 -0.62
H -2.46 -0.28 0.02
H 0.49 -1.28 -1.46
H 2.41 -1.21 -0.53